# 1
{
  "formula": "C32H54N3OOsP2S",
  "method": "ωB97M-V with the def2-TZVPD basis set",
  "homo_lumo_gap_ha": [0.2284, 0.2184],
  "energy_ha": -2661.77778,
  "charge": 3,
  "largest_force_ev_per_a": 10.35,
  "spin_multiplicity": 5,
  "e_above_lowest_ev": 0.940,
  "elements": ["Os", "S", "P", "P", "O", "N", "N", "N", "C", "C", "C", "C", "C", "C", "C", "C", "C", "C", "C", "C", "C", "C", "C", "C", "C", "C", "C", "C", "C", "C", "C", "C", "C", "C", "C", "C", "C", "C", "C", "C", "H", "H", "H", "H", "H", "H", "H", "H", "H", "H", "H", "H", "H", "H", "H", "H", "H", "H", "H", "H", "H", "H", "H", "H", "H", "H", "H", "H", "H", "H", "H", "H", "H", "H", "H", "H", "H", "H", "H", "H", "H", "H", "H", "H", "H", "H", "H", "H", "H", "H", "H", "H", "H", "H"],
  "positions_angstrom": [[0.00, 0.26, 0.80], [-3.32, -1.85, 3.30], [-1.18, 2.19, 0.12], [1.67, -1.39, 1.10], [0.43, 1.35, 3.57], [-1.76, -0.68, 1.61], [-0.21, -0.92, -1.10], [1.62, 1.31, -0.09], [1.52, 2.69, -0.15], [-2.27, -2.39, -3.45], [-2.10, 2.90, 2.73], [-0.13, -3.59, 1.07], [-1.94, -0.93, 2.93], [-2.81, -1.23, 0.85], [0.28, 0.94, 2.46], [-0.84, -1.83, -3.50], [1.34, -3.26, 0.76], [2.69, 3.44, -0.46], [3.85, 2.80, -0.83], [-2.41, 3.74, -1.98], [2.13, -1.60, 3.82], [-0.54, -1.18, -2.20], [2.80, -0.82, -0.27], [4.17, -2.05, 2.40], [-3.72, -1.93, 1.60], [2.75, 0.69, -0.43], [1.61, -3.52, -0.73], [-2.40, 3.14, 1.25], [0.13, -2.98, -3.81], [3.86, 1.40, -0.88], [2.90, -1.20, 2.55], [-0.71, -0.78, -4.60], [3.43, 0.24, 2.68], [2.20, -4.24, 1.55], [-3.83, 2.64, 0.99], [-1.83, 2.35, -1.70], [-2.88, 1.27, -1.95], [0.26, 3.26, 0.06], [-2.29, 4.66, 1.06], [-0.67, 2.16, -2.69], [0.09, 2.95, -2.59], [-2.99, -1.58, -3.27], [-0.82, -3.01, 0.45], [-4.24, 2.93, 0.02], [1.73, -2.62, 3.77], [1.17, -2.65, -3.77], [2.49, -1.29, -1.21], [-1.28, -0.57, 3.71], [-4.58, -2.45, 1.21], [-0.30, -4.66, 0.87], [0.21, 4.35, 0.13], [-2.55, 5.01, 0.06], [-2.68, 3.81, -3.05], [1.30, -0.91, 4.02], [-1.68, 4.53, -1.79], [-0.88, -1.22, -5.59], [4.92, -1.67, 3.11], [2.82, -1.54, 4.67], [-3.90, 1.54, 1.09], [-3.33, 3.95, -1.42], [1.32, -4.55, -0.97], [-0.06, -3.37, -4.82], [-0.01, -3.82, -3.11], [-2.81, 3.51, 3.32], [3.26, -4.18, 1.27], [1.87, -5.26, 1.31], [4.75, 3.35, -1.08], [-3.22, 1.32, -3.00], [4.02, -3.11, 2.65], [-1.43, 0.03, -4.45], [-1.28, 5.00, 1.30], [-2.44, 0.27, -1.79], [2.10, -4.12, 2.64], [2.65, 1.01, 2.67], [4.73, 0.83, -1.18], [4.61, -1.99, 1.40], [-2.36, -3.13, -2.65], [-2.23, 1.86, 3.03], [-2.99, 5.14, 1.76], [-2.81, -1.09, -0.23], [2.67, -3.40, -0.99], [-0.37, -3.41, 2.13], [4.17, 0.48, 1.91], [3.93, 0.32, 3.66], [2.58, 4.52, -0.42], [-0.19, 1.18, -2.54], [3.84, -1.13, -0.09], [-1.09, 3.23, 3.00], [-3.76, 1.37, -1.30], [-1.06, 2.19, -3.72], [0.30, -0.35, -4.59], [1.00, -2.86, -1.35], [-2.52, -2.88, -4.40], [-4.49, 3.07, 1.76]]
}

***

# 2
{
  "formula": "C9H22InN2S2",
  "method": "ωB97M-V with the def2-TZVPD basis set",
  "homo_lumo_gap_ha": 0.2417,
  "energy_ha": -1451.89229,
  "charge": -1,
  "largest_force_ev_per_a": 3.86,
  "elements": ["In", "S", "S", "N", "N", "C", "C", "C", "C", "C", "C", "C", "C", "C", "H", "H", "H", "H", "H", "H", "H", "H", "H", "H", "H", "H", "H", "H", "H", "H", "H", "H", "H", "H", "H", "H"],
  "positions_angstrom": [[0.88, -0.06, 2.54], [-2.71, -0.49, -0.96], [-2.12, -0.99, -3.92], [2.80, -2.52, 2.83], [-0.90, 1.24, -2.60], [1.04, -0.58, -2.51], [-0.83, -1.58, 2.70], [-1.79, 0.03, -2.55], [-2.05, -1.09, 1.72], [-1.35, 2.25, -1.53], [0.54, 0.95, -2.26], [-1.61, -1.50, 0.16], [2.94, -1.03, 2.57], [-0.59, 3.71, -1.65], [3.53, -0.80, 1.56], [0.93, -0.85, -3.66], [0.71, 1.22, 3.79], [0.31, 3.73, -2.41], [3.66, -3.04, 2.51], [-1.11, 1.86, -0.43], [-2.11, 0.10, 1.75], [1.20, 1.64, -2.99], [-3.11, -1.54, 2.02], [2.22, -0.59, -2.30], [0.71, 0.71, 0.93], [1.96, -2.80, 2.24], [-2.53, 2.39, -1.68], [0.86, 1.29, -1.17], [-0.40, -2.58, 2.23], [-1.17, -1.74, 3.82], [-1.41, 4.51, -1.94], [3.59, -0.53, 3.43], [-1.90, -2.64, 0.06], [-0.23, 4.01, -0.56], [0.51, -1.40, -1.85], [-0.47, -1.28, 0.10]]
}

***

# 3
{
  "formula": "C4H15N2O",
  "method": "ωB97M-V with the def2-TZVPD basis set",
  "homo_lumo_gap_ha": [0.1458, 0.3960],
  "energy_ha": -346.00972,
  "charge": 0,
  "largest_force_ev_per_a": 0.83,
  "spin_multiplicity": 2,
  "e_above_lowest_ev": 1.782,
  "elements": ["O", "N", "N", "C", "C", "C", "C", "H", "H", "H", "H", "H", "H", "H", "H", "H", "H", "H", "H", "H", "H", "H"],
  "positions_angstrom": [[2.93, 0.10, -0.96], [0.86, 1.23, -0.82], [-0.27, -0.82, 0.69], [-1.57, -1.28, 0.08], [2.28, 1.23, -0.44], [-2.10, -2.50, 0.78], [0.14, 2.38, -0.27], [-0.47, -0.39, 1.64], [0.50, 2.62, 0.73], [0.81, 1.28, -1.83], [2.32, 1.21, 0.65], [-3.06, -2.79, 0.34], [-0.92, 2.15, -0.21], [-1.44, -3.35, 0.68], [2.27, -0.54, -1.26], [2.79, 2.12, -0.82], [0.38, -1.64, 0.78], [-2.25, -0.43, 0.16], [-1.37, -1.47, -0.96], [0.27, 3.29, -0.87], [0.22, -0.08, 0.08], [-2.31, -2.31, 1.83]]
}

***

# 4
{
  "formula": "C4H5NO2",
  "method": "ωB97M-V with the def2-TZVPD basis set",
  "homo_lumo_gap_ha": [0.3212, 0.3212],
  "energy_ha": -360.42329,
  "charge": 0,
  "largest_force_ev_per_a": 0.81,
  "e_above_lowest_ev": 6.697,
  "elements": ["O", "O", "N", "C", "C", "C", "C", "H", "H", "H", "H", "H"],
  "positions_angstrom": [[-0.78, 0.48, 1.86], [0.43, -0.60, -1.13], [0.19, 0.52, 0.96], [-0.34, -0.20, -0.10], [-1.69, -0.77, 0.14], [1.70, 0.04, -1.21], [-1.83, -0.26, 1.42], [-1.14, 0.63, -0.37], [2.18, -0.39, -2.09], [1.58, 1.12, -1.33], [2.29, -0.17, -0.32], [-2.59, -0.39, 2.18]]
}

***

# 5
{
  "formula": "C22H10Br4N3O2Rh",
  "method": "ωB97M-V with the def2-TZVPD basis set",
  "homo_lumo_gap_ha": [0.1880, 0.1879],
  "energy_ha": -11565.63339,
  "charge": 0,
  "largest_force_ev_per_a": 3.00,
  "e_above_lowest_ev": 0.396,
  "elements": ["Rh", "Br", "Br", "Br", "Br", "O", "O", "N", "N", "N", "C", "C", "C", "C", "C", "C", "C", "C", "C", "C", "C", "C", "C", "C", "C", "C", "C", "C", "C", "C", "C", "C", "H", "H", "H", "H", "H", "H", "H", "H", "H", "H"],
  "positions_angstrom": [[1.21, -1.83, -0.47], [5.13, -2.37, 5.29], [1.94, -2.87, 4.58], [7.28, -1.80, 2.89], [6.22, -1.59, -0.25], [3.20, -1.90, -0.32], [1.50, -2.58, 1.55], [1.19, 0.08, -0.95], [-0.66, -1.88, -0.75], [-6.17, 5.16, -0.61], [1.92, 2.15, -1.44], [5.47, -2.07, 2.48], [-3.24, 3.47, 0.23], [-4.37, 2.40, -1.62], [-1.31, -3.08, -0.82], [2.71, -2.42, 1.91], [3.20, -2.53, 3.22], [-2.67, -2.88, -0.93], [-2.88, -1.50, -0.93], [-5.33, 4.38, -0.63], [2.29, 0.83, -1.24], [4.54, -2.33, 3.50], [-4.31, 3.41, -0.66], [-2.24, 2.52, 0.17], [-1.59, -0.89, -0.83], [5.03, -1.98, 1.17], [3.67, -2.08, 0.85], [0.55, 2.22, -1.23], [-1.25, 0.48, -0.81], [-2.30, 1.48, -0.77], [-3.38, 1.44, -1.66], [0.10, 0.91, -0.92], [-0.09, 3.08, -1.35], [2.59, 2.95, -1.70], [-0.76, -4.01, -0.80], [-3.40, 0.67, -2.42], [-3.43, -3.64, -1.03], [-3.20, 4.26, 0.97], [-1.41, 2.56, 0.86], [-5.18, 2.37, -2.32], [3.27, 0.40, -1.27], [-3.82, -0.99, -0.98]]
}

***

# 6
{
  "formula": "C2H5N2O2",
  "method": "ωB97M-V with the def2-TZVPD basis set",
  "homo_lumo_gap_ha": 0.3252,
  "energy_ha": -339.18201,
  "charge": -1,
  "largest_force_ev_per_a": 4.32,
  "e_above_lowest_ev": 2.548,
  "elements": ["O", "O", "N", "N", "C", "C", "H", "H", "H", "H", "H"],
  "positions_angstrom": [[0.95, -2.02, 1.67], [-0.14, -1.74, -0.28], [-0.90, 0.59, -1.05], [-0.01, 2.80, -0.51], [-0.82, 1.80, -0.31], [0.94, -1.52, 0.54], [0.35, 3.01, 0.45], [1.70, -0.77, -0.03], [-0.48, -0.32, -0.64], [-1.38, 1.93, 0.61], [-1.04, 0.87, -2.00]]
}

***

# 7
{
  "formula": "C2H8IN4",
  "method": "ωB97M-V with the def2-TZVPD basis set",
  "homo_lumo_gap_ha": [0.2883, 0.2884],
  "energy_ha": -597.37699,
  "charge": 1,
  "largest_force_ev_per_a": 6.81,
  "e_above_lowest_ev": 0.094,
  "elements": ["I", "N", "N", "N", "N", "C", "C", "H", "H", "H", "H", "H", "H", "H", "H"],
  "positions_angstrom": [[-0.86, -1.39, 1.68], [-0.41, -0.33, -0.76], [2.32, 0.35, 0.41], [2.54, 1.25, -1.71], [0.73, -0.16, -1.22], [1.77, 0.58, -0.82], [-3.07, -1.18, 1.55], [3.35, 1.58, -1.42], [2.38, 1.25, -2.78], [3.08, 0.85, 0.67], [-3.61, -1.26, 2.42], [-3.25, -2.12, 0.95], [1.74, -0.05, 1.14], [-0.59, -1.23, -1.23], [-3.28, -0.20, 1.14]]
}